1.
The following is a quantum chemistry calculation of a cluster of 2 separate species, C7H14PS3 in total, from the OMol25 dataset.

Atoms and positions in Å:
H  2.51960  -0.95686  -2.23204
S  -1.99441  -2.02440  -1.27763
H  0.44276  1.31358  0.68002
H  -2.84084  -1.14063  1.97210
S  0.46299  0.51205  -2.76488
H  -0.81329  2.04837  1.83639
C  0.15382  0.15892  2.47885
C  -1.13635  -0.64054  2.98795
H  -2.16922  1.01018  0.21328
P  -0.56583  -0.99274  -0.17660
H  1.86404  -0.85014  -4.00619
H  -1.18021  -3.07626  -1.18106
C  -2.22048  -0.32048  2.02885
C  2.12301  -0.31976  -3.04509
H  -2.84078  0.61311  2.23060
S  1.48554  2.18167  -3.43042
C  -1.51843  0.26991  0.70599
H  0.85345  -0.58004  2.24999
H  -1.32200  -0.41376  4.13099
H  0.46276  0.81043  3.40373
H  3.69494  1.20342  -2.93483
H  -1.04030  -1.76725  2.99945
C  -0.39305  1.02472  1.38190
H  3.12311  0.99466  -4.67478
C  2.84916  0.94185  -3.57656

Its total charge is +1. The calculation puts the relative energy (zero: lowest compared OMol25 entry of this formula, charge and spin) at 307.3 kJ/mol. For the maximum force, the calculation gives 0.0937 hartree/bohr. The HOMO energy (alpha / beta) comes out at -11.55 / -11.56 eV. As for the HOMO-LUMO gap (alpha / beta): 5.50 / 5.50 eV. For the calculated total energy, the calculation gives -49271.0757 eV.

For reference, the natural (NBO) charges in units of e are: atom 1 (H): 0.2538, atom 2 (S): -0.1113, atom 3 (H): 0.2337, atom 4 (H): 0.2288, atom 5 (S): 0.1339, atom 6 (H): 0.2502, atom 7 (C): -0.4405, atom 8 (C): -0.4345, atom 9 (H): 0.2854, atom 10 (P): 0.8656, atom 11 (H): 0.2457, atom 12 (H): 0.1664, atom 13 (C): -0.3931, atom 14 (C): -0.5020, atom 15 (H): 0.2360, atom 16 (S): 0.1720, atom 17 (C): -0.6494, atom 18 (H): 0.2196, atom 19 (H): 0.2481, atom 20 (H): 0.2499, atom 21 (H): 0.2374, atom 22 (H): 0.2134, atom 23 (C): -0.4451, atom 24 (H): 0.2499, atom 25 (C): -0.5138


2.
The following is a quantum chemistry calculation of a cluster of 2 separate species, C7H14S in total, from the OMol25 dataset.

Atoms and positions in Å:
C  2.67782  -0.52768  -1.00781
H  2.26285  0.26347  -1.65310
C  -0.66711  -2.37803  1.15467
H  -0.58531  -2.58644  -0.01265
H  -0.14218  2.84984  0.35608
H  4.18617  0.73598  -0.52679
H  -0.54080  2.40638  -1.36932
C  -0.10297  -1.02778  1.48364
C  3.79038  -0.26106  -0.26851
C  -0.91001  2.51439  -0.33302
S  0.22579  0.10003  0.22321
H  -0.06489  -3.15067  1.65956
H  -2.20730  -0.33617  1.10495
H  -1.82012  3.26239  -0.13440
H  -0.17082  -0.61127  -0.81332
C  -1.38600  1.20627  0.10692
H  2.23606  -1.50362  -0.99173
H  4.44088  -1.02104  0.09614
H  -1.77502  -2.55764  1.44951
C  -2.40837  0.75895  0.81374
H  0.46496  -0.84226  2.44486
H  -3.35302  1.21240  1.04912

The calculation puts the relative energy (zero: lowest compared OMol25 entry of this formula, charge and spin) at 585.5 kJ/mol. For the maximum force, the calculation gives 0.0725 hartree/bohr. The HOMO energy comes out at -6.57 eV. As for the HOMO-LUMO gap: 7.25 eV. For the calculated total energy, the calculation gives -18315.2606 eV.

For reference, the natural (NBO) charges in units of e are: atom 1 (C): -0.3886, atom 2 (H): 0.1932, atom 3 (C): -0.6271, atom 4 (H): 0.1823, atom 5 (H): 0.2289, atom 6 (H): 0.1908, atom 7 (H): 0.2234, atom 8 (C): -0.7645, atom 9 (C): -0.4006, atom 10 (C): -0.6735, atom 11 (S): 0.6011, atom 12 (H): 0.2110, atom 13 (H): 0.2326, atom 14 (H): 0.2185, atom 15 (H): 0.0999, atom 16 (C): -0.1465, atom 17 (H): 0.1941, atom 18 (H): 0.2042, atom 19 (H): 0.1860, atom 20 (C): -0.4139, atom 21 (H): 0.2351, atom 22 (H): 0.2139


3.
The following is a quantum chemistry calculation of the molecule C7H14S, from the OMol25 dataset.

Atoms and positions in Å:
H  1.59428  -0.54362  0.50166
H  -1.77924  -2.30819  -1.36033
H  0.12605  -2.29875  1.04471
H  2.03021  0.80907  -1.93744
C  -1.03826  -1.52207  -1.29217
C  0.22615  1.06427  1.21069
C  1.17415  0.41711  0.22411
H  -1.59962  -2.49144  1.28210
S  2.38297  1.34392  -0.74484
C  -0.80286  -1.71828  1.22794
H  0.07765  0.57285  2.14423
H  -2.77680  0.19836  1.26866
C  -0.29615  0.49611  -0.05050
H  -1.17178  -0.83133  -2.11914
H  -0.68709  -1.19360  2.18523
H  -0.64806  1.20628  -0.84455
C  -1.17824  -0.77424  0.05390
H  -2.92707  0.39150  -0.49808
H  -0.06730  -2.06236  -1.31762
C  -2.61124  -0.28598  0.28029
H  0.16711  2.14320  1.30346
H  -3.30721  -1.15628  0.33893

The calculation puts the relative energy (zero: lowest compared OMol25 entry of this formula, charge and spin) at 78.1 kJ/mol. For the maximum force, the calculation gives 0.0292 hartree/bohr. The HOMO energy comes out at -8.97 eV. As for the HOMO-LUMO gap: 9.78 eV. For the calculated total energy, the calculation gives -18320.5195 eV.

For reference, the natural (NBO) charges in units of e are: atom 1 (H): 0.2241, atom 2 (H): 0.2063, atom 3 (H): 0.2089, atom 4 (H): 0.1212, atom 5 (C): -0.6048, atom 6 (C): -0.4191, atom 7 (C): -0.3687, atom 8 (H): 0.2165, atom 9 (S): -0.0227, atom 10 (C): -0.6192, atom 11 (H): 0.2155, atom 12 (H): 0.2129, atom 13 (C): -0.2215, atom 14 (H): 0.2093, atom 15 (H): 0.2106, atom 16 (H): 0.2294, atom 17 (C): -0.0424, atom 18 (H): 0.2091, atom 19 (H): 0.2102, atom 20 (C): -0.6069, atom 21 (H): 0.2249, atom 22 (H): 0.2064


4.
The following is a quantum chemistry calculation of a cluster of 2 separate species, C7H14Se in total, from the OMol25 dataset.

Atoms and positions in Å:
Se  -0.86565  0.94415  2.24436
C  -2.57448  1.44571  3.08558
C  1.39076  -1.08597  -1.27432
C  0.50351  1.23055  -1.81089
H  -3.30273  1.29473  2.33518
C  1.93506  0.80485  0.27461
H  0.89007  1.58916  -2.71343
H  2.31348  -1.63337  -0.81835
H  0.16351  2.16372  -1.19146
H  1.96480  1.90623  0.55064
C  -0.31820  -2.72528  -1.81869
H  -2.81327  0.97048  3.98035
H  0.19307  -3.16783  -2.68176
H  -0.30904  0.57049  -2.00608
H  1.56635  -1.07279  -2.37817
H  -0.42071  -1.45260  -0.11860
C  1.36200  0.37905  -0.88581
H  -0.33632  0.09862  3.26328
C  0.15859  -1.90176  -0.91395
H  -2.48984  2.54443  3.48913
H  2.27513  0.12435  0.96088
H  -1.28609  -3.02692  -1.57250

The calculation puts the relative energy (zero: lowest compared OMol25 entry of this formula, charge and spin) at 0.0 kJ/mol. For the maximum force, the calculation gives 0.0835 hartree/bohr. The HOMO energy comes out at -8.70 eV. As for the HOMO-LUMO gap: 9.39 eV. For the calculated total energy, the calculation gives -72829.3308 eV.

For reference, the natural (NBO) charges in units of e are: atom 1 (Se): 0.0340, atom 2 (C): -0.7703, atom 3 (C): -0.4891, atom 4 (C): -0.6495, atom 5 (H): 0.2199, atom 6 (C): -0.4175, atom 7 (H): 0.2202, atom 8 (H): 0.2175, atom 9 (H): 0.2136, atom 10 (H): 0.2013, atom 11 (C): -0.3935, atom 12 (H): 0.2220, atom 13 (H): 0.2020, atom 14 (H): 0.2187, atom 15 (H): 0.2117, atom 16 (H): 0.2126, atom 17 (C): 0.0474, atom 18 (H): 0.0743, atom 19 (C): -0.1768, atom 20 (H): 0.2202, atom 21 (H): 0.1892, atom 22 (H): 0.1919


5.
The following is a quantum chemistry calculation of a cluster of 2 separate species, C7H14Si in total, from the OMol25 dataset.

Atoms and positions in Å:
H  2.43889  1.30918  0.14251
C  2.30380  0.34631  0.56044
H  0.65426  1.67151  -1.91162
H  0.21505  -1.81966  2.36607
Si  0.42767  -0.06909  0.56799
H  1.14535  -2.44526  0.86809
H  -3.35458  0.80696  -2.56291
H  -0.03399  -0.83801  -3.29450
H  2.75075  -0.53163  -0.10878
H  2.63550  0.44838  1.64529
C  -1.40874  0.31590  -1.86674
C  -0.15443  0.14370  -1.26533
H  -1.16520  0.55170  2.51560
C  0.21577  -1.88754  1.20451
C  -0.57872  -0.76733  -2.38621
H  -1.31360  1.69361  1.17866
C  -2.49054  1.01805  -1.80138
H  -2.65816  1.74977  -1.15363
C  -0.54155  1.05281  1.76348
H  -0.69110  -1.79837  -2.17064
H  -0.74247  -2.33785  0.91366
H  0.08005  1.69775  2.30933

The calculation puts the relative energy (zero: lowest compared OMol25 entry of this formula, charge and spin) at 344.1 kJ/mol. For the maximum force, the calculation gives 0.1223 hartree/bohr. The HOMO energy comes out at -8.76 eV. As for the HOMO-LUMO gap: 8.73 eV. For the calculated total energy, the calculation gives -15358.5773 eV.

For reference, the natural (NBO) charges in units of e are: atom 1 (H): 0.2378, atom 2 (C): -1.0913, atom 3 (H): 0.0667, atom 4 (H): 0.2402, atom 5 (Si): 1.6157, atom 6 (H): 0.2370, atom 7 (H): 0.1927, atom 8 (H): 0.2325, atom 9 (H): 0.2412, atom 10 (H): 0.2374, atom 11 (C): -0.0687, atom 12 (C): -0.4546, atom 13 (H): 0.2426, atom 14 (C): -1.1032, atom 15 (C): -0.4810, atom 16 (H): 0.2400, atom 17 (C): -0.3625, atom 18 (H): 0.1904, atom 19 (C): -1.1141, atom 20 (H): 0.2251, atom 21 (H): 0.2399, atom 22 (H): 0.2359